16
Properties=species:S:1:pos:R:3:nbo_charge:R:1 method="wB97M-V/def2-TZVPD" mol_weight_g_mol=189.56 orbital_gap_ev="7.505 / 7.113" charge=0 e_above_lowest_ev=3.682 homo_energy_ev="-10.55 / -10.16"
C 2.132 0.046 0.195 0.068
C 0.923 0.803 0.260 0.050
C 0.593 -1.279 -0.344 0.310
C -3.100 -0.422 -0.452 0.443
C -2.462 0.641 0.277 -0.001
N 1.933 -1.211 -0.138 -0.480
N 0.028 -0.134 -0.060 -0.525
N -2.130 1.924 -0.173 0.463
O -1.352 2.481 0.639 -0.424
O -3.378 -0.665 -1.604 -0.435
O -2.481 2.322 -1.228 -0.303
Cl -3.106 -1.874 0.620 -0.103
H 3.018 0.481 0.598 0.202
H 0.500 1.615 0.913 0.263
H 0.007 -2.161 -0.417 0.209
H -2.201 0.369 1.337 0.262